Density functional theory data (ωB97M-V/def2-TZVPD) for a structure of composition C32H57CrN6O2Si4Te.

As for the frontier orbital gap (spin up / spin down): 6.83 / 4.47 eV. The HOMO energy (spin up / spin down) is -9.19 / -9.20 eV. The spin multiplicity is 5. As for the expectation value of S²: 6.075. Its total charge is +1. Its lowest unoccupied orbital energy (spin up / spin down) is -2.4 / -4.7 eV. The total energy comes out at -114365.74155 eV. The energy above the lowest of the compared OMol25 structures with the same formula, charge and spin comes out at 2.077 eV.

XYZ file:
```
103
Properties=species:S:1:pos:R:3:forces:R:3
Cr -0.4542 1.2346 0.8283 0.025 0.144 -0.143
C -3.2634 0.6939 1.7579 0.092 -0.057 -0.003
C -2.3576 0.6959 3.0383 -0.039 -0.004 -0.048
N -1.2279 1.5694 2.7540 0.197 -0.123 -0.053
C -0.0183 1.8163 3.5685 0.016 0.016 -0.067
C 0.9043 2.5664 2.5854 0.060 -0.102 0.075
C 2.2313 2.6421 2.7343 0.021 0.098 -0.014
C 3.1170 3.2995 1.7177 -0.049 -0.001 0.005
C 2.9102 3.0375 -0.4658 -0.106 0.172 0.070
C 1.5120 2.3595 -0.5072 0.150 -0.323 0.056
C 0.6468 2.1169 -1.7555 -0.009 0.005 -0.023
N -0.6891 1.8464 -1.1511 -0.084 0.040 -0.154
C -1.6510 0.9035 -1.7354 0.102 0.013 0.095
C -2.8751 0.7752 -0.7766 0.032 -0.030 0.006
N -2.5515 1.2807 0.5878 0.054 0.083 0.014
N 0.1706 3.0070 1.4750 -0.025 0.125 0.074
H -4.1913 1.2351 1.9440 -0.011 0.009 0.003
H -3.5259 -0.3323 1.5065 -0.010 0.008 -0.006
H -1.9808 -0.3076 3.2376 -0.005 -0.012 0.002
H -2.9367 1.0148 3.9079 -0.001 0.017 0.010
H -1.5491 2.5056 2.5127 -0.086 -0.011 0.045
H 0.4281 0.8669 3.8635 -0.007 -0.010 0.007
H -0.2423 2.3960 4.4667 -0.009 0.020 0.002
H 2.6803 2.2280 3.6301 0.022 0.018 -0.021
H 3.8426 3.9457 2.2115 0.007 -0.009 0.003
H 3.3553 3.3361 -1.4132 0.005 -0.002 0.010
H 0.9905 1.2397 -2.3028 0.017 -0.010 0.013
H 0.5877 2.9716 -2.4327 0.022 -0.001 -0.017
H -1.1508 2.7500 -1.0233 0.013 -0.010 -0.002
H -1.1511 -0.0615 -1.8197 -0.003 -0.005 -0.028
H -1.9733 1.2055 -2.7346 -0.063 0.010 -0.005
H -3.1365 -0.2787 -0.6853 -0.019 0.008 0.009
H -3.7432 1.3005 -1.1771 -0.002 0.014 -0.005
H -2.6765 2.2931 0.5894 -0.075 -0.008 -0.008
O 5.3260 4.2501 0.2200 -0.010 -0.016 -0.001
C 5.2796 2.8415 0.4128 -0.009 -0.003 0.010
C 3.8414 2.4134 0.6083 -0.013 0.010 -0.020
C 3.7269 0.9421 0.7612 -0.044 0.065 -0.031
C 2.5180 0.3970 0.6086 0.041 -0.072 0.109
N 1.3899 1.0804 0.2074 -0.232 -0.009 -0.053
C 0.9305 3.5566 0.3853 -0.078 0.001 -0.048
C 2.3717 4.0465 0.6013 0.067 -0.101 0.038
C 0.1115 4.5951 -0.3859 -0.010 -0.046 -0.007
C 0.7391 5.5645 -1.1630 0.011 0.003 0.030
C -0.0136 6.5119 -1.8419 0.051 0.025 -0.008
C 0.6626 7.5525 -2.7047 0.007 -0.021 0.020
O 1.9526 7.9045 -2.2518 0.009 -0.031 -0.019
C -1.3939 6.4617 -1.7186 -0.039 -0.036 -0.012
C -1.9464 5.4424 -0.9650 0.000 0.018 0.000
N -1.2285 4.5235 -0.3191 0.034 0.000 0.026
H 6.2401 4.5208 0.1020 0.016 0.003 0.001
H 5.8581 2.5489 1.2978 0.013 0.003 0.002
H 5.6892 2.3155 -0.4574 0.015 0.007 -0.009
H 4.5794 0.3354 1.0395 -0.012 0.008 0.015
H 2.3746 -0.6613 0.8045 -0.020 0.015 -0.011
H 2.5517 5.1156 0.5727 0.015 -0.013 -0.028
H 1.8162 5.5994 -1.2448 -0.023 0.017 -0.014
H 0.0129 8.4263 -2.8077 -0.006 0.014 0.018
H 0.8043 7.1374 -3.7045 -0.015 0.013 -0.016
H 1.8762 8.4138 -1.4385 -0.013 0.012 0.000
H -2.0313 7.1903 -2.2036 0.005 -0.007 0.002
H -3.0241 5.3586 -0.8708 0.003 0.001 0.002
C 0.9718 -2.2761 -2.5612 -0.010 0.035 -0.017
Si -0.4675 -3.4648 -2.3606 -0.004 -0.048 0.011
C -0.1457 -5.0496 -3.3052 0.017 -0.016 0.017
C -2.0459 -2.6423 -2.9622 0.014 0.000 0.004
Si -0.6975 -3.9818 -0.0664 -0.053 0.138 -0.181
Te -0.3962 -1.6721 0.9200 0.025 0.003 0.281
Si 1.0750 -5.2037 0.8812 0.017 -0.005 0.007
C 0.8591 -7.0028 0.4012 0.003 -0.012 0.005
C 1.0454 -5.0039 2.7420 0.008 0.005 0.001
C 2.6753 -4.5173 0.1888 -0.004 -0.004 -0.010
Si -2.8699 -4.5833 0.6362 -0.040 -0.051 0.009
C -4.1307 -3.3157 0.0665 0.044 0.044 -0.017
C -3.2574 -6.2509 -0.1253 0.029 0.005 -0.021
C -2.8890 -4.6821 2.5087 0.012 -0.001 0.001
H 1.0398 -1.9419 -3.6007 0.001 -0.021 0.002
H 1.9236 -2.7441 -2.3010 -0.024 0.006 0.024
H 0.8577 -1.3865 -1.9325 0.031 -0.028 -0.014
H -0.0486 -4.8601 -4.3770 -0.006 0.028 0.012
H -0.9566 -5.7684 -3.1665 0.020 0.004 0.001
H 0.7822 -5.5182 -2.9679 -0.025 -0.009 -0.010
H -1.8886 -2.1959 -3.9478 -0.002 0.000 0.010
H -2.3603 -1.8523 -2.2763 -0.035 -0.033 -0.026
H -2.8659 -3.3579 -3.0492 0.018 -0.003 0.016
H -0.0469 -7.4270 0.8398 0.009 0.007 -0.011
H 1.7061 -7.5918 0.7626 -0.008 0.006 -0.004
H 0.8037 -7.1327 -0.6821 -0.006 0.008 0.019
H 0.1129 -5.3639 3.1809 0.014 0.010 -0.015
H 1.1747 -3.9569 3.0254 -0.014 -0.018 -0.002
H 1.8653 -5.5745 3.1864 -0.007 0.009 -0.004
H 2.7723 -4.7223 -0.8800 -0.010 0.015 0.014
H 3.5300 -4.9761 0.6928 -0.006 0.005 -0.008
H 2.7422 -3.4362 0.3371 0.003 -0.020 -0.002
H -4.2403 -3.3120 -1.0194 0.011 0.012 0.020
H -3.8470 -2.3080 0.3821 -0.022 -0.034 -0.004
H -5.1064 -3.5440 0.5028 0.003 0.001 -0.003
H -3.2430 -6.1943 -1.2166 0.001 -0.019 0.021
H -4.2494 -6.5970 0.1754 0.002 0.028 0.015
H -2.5348 -7.0097 0.1822 -0.004 0.013 -0.016
H -2.4782 -3.7786 2.9669 -0.013 -0.017 -0.007
H -2.3049 -5.5324 2.8669 0.006 0.025 -0.007
H -3.9125 -4.8085 2.8710 0.006 -0.008 -0.011
```
Forces are in eV/Å.


Density functional theory data (ωB97M-V/def2-TZVPD) for a structure of composition C23H34Ge2HgOS in a non-equilibrium geometry.

As for the frontier orbital gap (spin up / spin down): 6.23 / 6.65 eV. The HOMO energy (spin up / spin down) is -9.81 / -10.58 eV. The spin multiplicity is 2. As for the expectation value of S²: 0.766. Its total charge is +1. Its lowest unoccupied orbital energy (spin up / spin down) is -3.6 / -3.9 eV. The total energy comes out at -154481.16292 eV. The energy above the lowest of the compared OMol25 structures with the same formula, charge and spin comes out at 0.557 eV.

XYZ file:
```
62
Properties=species:S:1:pos:R:3:forces:R:3
Hg -0.5055 0.0798 3.8541 0.162 -0.314 0.060
C -1.7062 -4.3001 1.1937 0.702 -0.255 -1.549
C -2.1417 -2.9692 1.7722 -0.225 1.322 0.769
Ge -1.7053 -1.3328 0.6297 0.050 -1.523 -0.052
C -2.6189 -1.9718 -1.0693 -0.914 1.188 0.815
C -2.0063 -2.9499 -2.0492 0.876 0.295 -0.297
C 0.2497 -1.4070 0.3286 0.837 1.446 -0.550
C 1.0455 -0.6646 -0.5460 -0.450 -0.356 0.974
Ge 1.3483 1.3184 -0.2431 1.453 -2.170 -1.325
C 1.5912 2.2833 -1.9387 -2.148 1.191 0.785
C 2.9329 2.3519 -2.6429 -0.145 -0.387 0.084
C 2.8396 1.7743 0.9643 -0.806 0.635 0.535
C 3.7226 0.6893 1.6063 -0.480 -0.054 0.010
C 1.9853 -1.3839 -1.4833 0.394 0.057 0.561
C 1.4306 -2.2760 -2.4053 -0.764 -0.838 -0.026
C 2.2544 -3.0492 -3.2323 0.021 0.244 0.368
C 3.6369 -2.9878 -3.1498 0.621 -0.537 -0.404
C 4.2064 -2.1069 -2.2498 -0.353 0.868 1.287
C 3.3826 -1.2653 -1.4583 -0.063 -0.421 -1.016
H -1.0873 -4.8310 1.8940 -0.085 -0.511 0.561
H -1.0004 -4.1835 0.3365 -0.661 -0.060 0.360
H -2.5422 -4.9442 0.8460 0.541 0.459 0.310
H -1.6165 -2.7564 2.7189 -0.397 -0.303 -0.121
H -3.2314 -2.9962 1.9778 0.624 0.312 0.018
H -2.7885 -1.0314 -1.6048 -0.637 -0.207 0.024
H -3.5805 -2.3448 -0.6002 0.914 0.497 -0.783
H -1.6271 -2.4059 -2.9356 -0.341 -0.316 0.319
H -2.7197 -3.6883 -2.3816 -0.213 -0.222 -0.114
H -1.1427 -3.4584 -1.6344 -0.063 -0.350 0.023
H 0.6967 -2.2527 0.8658 -0.154 -0.686 -1.066
H 1.3571 3.3258 -1.5699 -0.170 -0.673 -0.784
H 0.7351 1.9131 -2.5701 0.902 0.561 0.284
H 3.5656 3.0935 -2.1657 0.144 0.063 -0.063
H 2.7886 2.6114 -3.6939 0.127 0.045 0.152
H 3.4258 1.3942 -2.5883 0.366 -0.305 -0.220
H 2.3287 2.3765 1.7625 0.447 -0.438 -0.577
H 3.3962 2.5067 0.3729 0.165 -0.113 0.112
H 3.2711 -0.2892 1.4809 0.107 -0.315 -0.304
H 3.6897 0.8163 2.6877 0.557 0.192 -0.016
H 4.7504 0.6699 1.2099 -0.457 0.066 0.318
H 0.3267 -2.4396 -2.4149 1.327 0.332 -0.109
H 1.8660 -3.7908 -3.8972 -0.601 -0.123 -0.323
H 4.2677 -3.6610 -3.7916 -0.705 0.787 0.828
H 5.2661 -2.1089 -2.0053 -0.053 0.156 -0.540
H 3.8115 -0.4606 -0.8885 0.391 -0.136 0.521
C -1.1738 4.1300 -0.1307 -0.676 1.472 -0.338
S -1.5125 2.3820 0.0176 1.781 -0.695 1.471
O -0.1086 1.8207 0.7417 -2.734 1.475 -1.072
C -2.5629 2.4326 1.4301 0.068 0.047 1.358
C -1.9236 2.6514 2.6508 -2.211 -0.414 0.345
C -2.7145 2.6835 3.8107 1.228 0.404 0.557
C -4.0881 2.5671 3.7531 -0.873 -0.026 1.356
C -4.6970 2.3455 2.5418 -1.480 -0.352 -0.811
C -3.9453 2.2741 1.3830 0.641 -0.010 -0.491
H -0.3183 4.5116 0.4481 -0.202 -0.676 -0.059
H -2.0697 4.7348 0.1989 0.782 -0.924 -0.414
H -1.0145 4.3021 -1.1995 0.121 0.145 0.186
H -0.8812 2.6213 2.6892 1.397 0.361 0.259
H -2.2149 2.7899 4.7950 -0.361 -0.029 -0.795
H -4.7331 2.6028 4.6770 1.003 -0.025 -1.053
H -5.8002 2.1688 2.4682 1.181 0.305 0.133
H -4.3913 2.0855 0.4333 -0.508 -0.161 -0.471
```
Forces are in eV/Å.


Density functional theory data (ωB97M-V/def2-TZVPD) for a structure of composition C14H17N3O5PtS3 in a non-equilibrium geometry.

As for the frontier orbital gap: 4.91 eV. The HOMO energy is -0.32 eV. Its total charge is -2. Its lowest unoccupied orbital energy is 4.6 eV. The total energy comes out at -65255.40498 eV. The energy above the lowest of the compared OMol25 structures with the same formula, charge and spin comes out at 1.819 eV.

XYZ file:
```
43
Properties=species:S:1:pos:R:3:forces:R:3
Pt -1.0167 0.5303 -1.3188 0.901 -0.811 2.108
O -0.7966 -3.6424 -1.0437 0.358 -0.665 0.355
C -0.6659 -2.6006 -1.7071 -0.927 0.378 -0.042
O -1.4886 -1.6406 -1.6694 0.188 -1.356 -0.467
C 0.4987 -2.5736 -2.6895 0.006 0.226 0.023
C 0.7565 -3.7813 -3.3277 -0.040 -0.172 -0.113
C 1.7913 -3.9413 -4.2310 0.013 -0.103 -0.067
C 2.6030 -2.8523 -4.5149 0.191 -0.131 -0.147
C 2.3566 -1.6416 -3.9109 0.004 0.115 0.183
C 1.3204 -1.4657 -2.9764 -0.077 -0.380 -0.117
S 1.2807 0.0905 -2.2131 -1.487 0.715 0.531
H 0.1152 -4.6170 -3.0783 0.014 -0.002 0.067
H 1.9714 -4.9007 -4.7009 -0.017 -0.050 -0.022
H 3.4404 -2.9541 -5.1993 -0.042 0.024 -0.042
H 2.9840 -0.7845 -4.1171 0.058 0.037 -0.072
O -2.8535 3.9706 -2.1681 -0.059 -0.317 -0.009
S -2.1389 2.7473 -1.8141 0.394 2.622 -0.300
O -0.7068 3.0148 -1.5133 -0.306 1.173 -0.451
O -2.2635 1.7092 -2.8653 0.464 -0.377 -0.153
S -2.8971 1.9790 -0.1182 0.423 -1.424 -0.308
C -0.5972 3.2645 2.7413 0.289 -0.117 0.018
C 0.3281 3.3766 1.5376 0.011 0.291 0.220
N 0.4834 2.0807 0.9182 -0.144 0.046 -0.323
C 0.0156 0.9516 1.5163 0.623 -0.089 -0.090
N -0.3184 -0.0590 0.7893 -0.177 0.396 -1.081
C -0.7689 -1.2755 1.4257 0.056 -0.280 -0.025
C -0.0183 -1.4925 2.7389 -0.237 0.280 -0.117
C -0.2476 -0.2750 3.6185 0.149 -0.344 0.094
N 0.0814 0.9288 2.8974 -0.268 -0.037 -0.048
C -0.0466 2.1628 3.6386 0.062 0.423 0.087
H -1.5941 2.9856 2.3883 0.019 0.065 0.002
H -0.6542 4.2100 3.2858 0.004 -0.013 -0.002
H 1.3156 3.7532 1.8559 -0.181 0.076 0.023
H -0.0847 4.0656 0.7958 0.058 -0.121 -0.004
H 0.2756 2.0870 -0.0885 -0.056 0.063 0.218
H -0.6064 -2.1119 0.7432 -0.146 0.095 0.064
H -1.8503 -1.2022 1.6049 0.019 -0.135 0.011
H 1.0463 -1.5913 2.5184 0.048 -0.063 0.034
H -0.3607 -2.3917 3.2542 0.006 -0.031 -0.048
H 0.3902 -0.3163 4.5134 -0.097 0.016 -0.015
H -1.2947 -0.2536 3.9559 -0.009 0.007 0.032
H 0.9378 2.4655 4.0391 -0.193 0.004 0.061
H -0.7215 1.9930 4.4891 0.104 -0.036 -0.067
```
Forces are in eV/Å.


Density functional theory data (ωB97M-V/def2-TZVPD) for an isolated molecule of C2H4ClOP in a non-equilibrium geometry.

As for the frontier orbital gap: 9.41 eV. The HOMO energy is -9.54 eV. Its lowest unoccupied orbital energy is -0.1 eV. Its SMILES is O=CPCCl. The total energy comes out at -25995.12169 eV. The energy above the lowest of the compared OMol25 structures with the same formula, charge and spin comes out at 2.802 eV.

XYZ file:
```
9
Properties=species:S:1:pos:R:3:forces:R:3
C -1.6000 0.4946 -0.0183 -0.811 0.995 0.904
C 1.3623 -0.2918 -0.4179 -3.860 1.419 0.443
O -1.5174 1.1894 -0.9814 0.186 0.377 -1.220
P -0.6489 -0.9828 0.4002 2.313 0.047 -1.898
Cl 2.5882 -0.8926 0.5262 1.888 -0.656 1.652
H -2.2676 0.8525 0.8282 0.076 -0.522 -0.413
H 1.4010 0.8005 -0.6323 -0.285 -0.709 0.814
H 1.3990 -0.7565 -1.3461 -0.335 -1.029 -1.596
H -0.7167 -0.4133 1.6414 0.829 0.078 1.315
```
Forces are in eV/Å.